Entry 1:
ORCA calculation (ωB97M-V with the def2-TZVPD basis set) on a cluster of 2 separate species, C5H16N2O in total in a non-equilibrium geometry.

Cartesian coordinates (Å):
C -0.63 1.31 -1.48
N -0.52 0.84 -0.10
C -1.56 1.26 0.80
C -1.32 -1.52 -0.52
C -0.19 -0.57 0.01
C 1.16 -0.90 -0.64
N 2.23 -0.93 0.38
H 0.31 1.80 -1.75
H -0.91 0.54 -2.20
H -1.41 2.07 -1.53
H -1.14 1.32 1.81
H -2.07 2.19 0.55
H -2.47 0.62 0.88
H -2.11 -1.47 0.24
H -1.70 -1.27 -1.50
H -1.02 -2.57 -0.53
H -0.11 -0.93 1.04
H 1.44 -0.31 -1.51
H 1.04 -1.90 -1.09
H 2.26 -1.84 0.83
H 3.07 -0.75 -0.12
H 1.44 1.38 1.68
H 2.30 0.36 2.26
O 1.92 1.25 2.50

Values from the calculation:
SMILES string: C[C@@H](CN)N(C)C.O

---

Entry 2:
ORCA calculation (ωB97M-V with the def2-TZVPD basis set) on a cluster of 3 separate species, C5H16N2O2 in total.

Cartesian coordinates (Å):
C -2.06 -0.31 1.11
C -0.92 0.66 0.78
C 0.31 0.01 0.25
C 1.52 0.40 0.64
N 2.69 -0.16 0.06
C 3.87 0.06 0.51
N -2.83 -0.73 -0.12
H -1.67 -1.21 1.59
H -2.77 0.17 1.79
H -1.24 1.44 0.07
H -0.72 1.26 1.68
H 0.19 -0.76 -0.51
H 1.71 1.17 1.37
H 2.59 -0.72 -0.78
H 4.73 -0.38 0.03
H 4.02 0.64 1.41
H -3.07 0.10 -0.67
H -2.25 -1.34 -0.74
H -3.66 -1.27 0.12
H -1.11 -3.38 -1.49
H -1.26 -2.45 -2.67
O -1.22 -2.44 -1.71
H 1.23 2.96 -1.66
H 0.92 3.56 -0.31
O 1.01 2.71 -0.76

Values from the calculation:
total charge: +2

---

Entry 3:
ORCA calculation (ωB97M-V with the def2-TZVPD basis set) on a cluster of 3 separate species, C5H16N2O3 in total in a non-equilibrium geometry.

Cartesian coordinates (Å):
C -1.09 -1.40 -1.31
O -2.31 -1.77 -0.61
C -0.36 -0.33 -0.48
C 1.14 -0.53 -0.74
C 2.00 0.68 -0.26
C 1.49 2.03 -2.12
N 2.23 1.77 -1.15
N -0.58 -0.51 0.93
H -1.40 -1.01 -2.28
H -0.49 -2.31 -1.35
H -3.00 -2.01 -1.24
H -0.67 0.67 -0.78
H 1.37 -0.81 -1.77
H 1.51 -1.41 -0.22
H 1.42 0.97 0.62
H 2.92 0.28 0.15
H 0.55 1.47 -2.32
H 1.55 2.82 -2.85
H -1.58 -0.56 1.07
H -0.14 -1.33 1.32
H 1.12 -0.30 2.91
H 1.83 0.89 3.59
O 1.96 -0.01 3.26
H -3.03 1.65 1.63
H -3.11 0.13 1.78
O -3.33 0.95 2.22

Values from the calculation:
SMILES string: C=NCC[C@H](N)CO.O.O

---

Entry 4:
ORCA calculation (ωB97M-V with the def2-TZVPD basis set) on the ion C5H16N2O3PS with charge +1 in a non-equilibrium geometry.

Cartesian coordinates (Å):
C -2.71 -0.14 0.51
C -1.77 -1.32 0.91
C -1.79 1.09 0.34
C 0.44 1.31 -0.80
C 1.35 1.06 0.54
N -0.91 -1.78 -0.28
N -0.91 0.72 -0.75
O 2.32 -1.06 -1.66
O 3.86 1.42 1.22
O 1.64 -1.85 0.57
P 2.92 -1.64 -0.13
S 2.97 0.85 -0.09
H -3.56 -0.21 1.29
H -3.08 -0.34 -0.53
H -2.38 -2.14 1.18
H -1.18 -1.13 1.77
H -2.44 2.00 0.01
H -1.32 1.54 1.18
H 0.33 2.37 -0.97
H 1.06 0.83 -1.63
H 1.14 2.00 1.03
H 1.08 0.14 1.13
H -1.46 0.98 -1.64
H -1.40 -2.67 -0.50
H 0.14 -1.59 -0.08
H -1.15 -1.15 -1.04
H 2.40 -1.49 -2.52
H 4.39 2.20 0.93

Values from the calculation:
total charge: +1

---

Entry 5:
ORCA calculation (ωB97M-V with the def2-TZVPD basis set) on a cluster of 2 separate species, C5H16N3 in total in a non-equilibrium geometry.

Cartesian coordinates (Å):
C -1.72 0.65 -1.08
C -2.87 0.24 -0.17
C 0.56 -0.36 -1.31
N -0.82 -0.39 -1.54
N 1.26 0.81 -1.51
N 1.18 -1.54 -1.23
H -2.15 0.95 -2.15
H -1.23 1.62 -0.76
H -3.88 0.37 -0.60
H -2.88 1.00 0.75
H -1.22 -1.16 -1.94
H 1.02 1.65 -1.14
H 2.25 0.65 -1.74
H 0.64 -2.36 -1.15
H 2.09 -1.65 -1.59
H -2.81 -0.74 0.07
C 0.70 0.50 2.25
C 1.96 -0.41 2.12
H -0.13 -0.24 2.26
H 0.75 1.18 3.17
H 0.66 1.22 1.44
H 2.86 0.11 1.64
H 1.65 -1.04 1.23
H 2.13 -1.03 2.99

Values from the calculation:
total charge: +1

---

Number 1: frontier orbital gap 0.340 Ha. Number 2: frontier orbital gap 0.346 Ha. Number 3: frontier orbital gap 0.358 Ha. Number 4: frontier orbital gap 0.357 Ha. Number 5: frontier orbital gap 0.383 Ha.